Entry 1:
{"formula": "C5H8N2O3", "method": "wB97M-V/def2-TZVPD", "orbital_gap_ev": 8.4, "e_tot_ev": -14436.1106, "largest_force_ev_per_a": 2.4, "e_lumo_ev": 0.4, "charge": 0, "smiles": "Nc1cocc1N.O=CO", "multiplicity": 1, "relative_energy_ev": 1.634, "elements": ["O", "O", "O", "N", "N", "C", "C", "C", "C", "C", "H", "H", "H", "H", "H", "H", "H", "H"], "xyz": [[-2.4951, 1.8459, 1.9014], [-1.8903, 0.3219, 3.4853], [0.0899, -2.6713, -1.0815], [0.2682, 0.6092, 0.3895], [1.7785, 0.3001, -2.2073], [-0.2209, -1.8002, -0.0950], [-1.6768, 1.3690, 2.9177], [0.8579, -2.0153, -1.9917], [1.1035, -0.7401, -1.5682], [0.3513, -0.5892, -0.3482], [2.4960, 0.7373, -1.6384], [0.9024, 1.3250, 0.0420], [1.0576, -2.5249, -2.9285], [-0.7190, 1.0347, 0.4241], [-2.4090, 2.8416, 1.7893], [-0.9104, 2.0994, 3.2495], [2.1580, 0.0489, -3.1123], [-0.7419, -2.1918, 0.7723]], "mulliken_charge": [-0.47, -0.44, -0.35, -0.50, -0.58, -0.62, 0.24, -0.54, 0.64, 0.23, 0.22, 0.23, 0.35, 0.25, 0.35, 0.31, 0.23, 0.44]}



Entry 2:
{"formula": "C5H8N2O4", "method": "wB97M-V/def2-TZVPD", "orbital_gap_ev": 10.3, "e_tot_ev": -16475.7435, "largest_force_ev_per_a": 5.6, "e_lumo_ev": -0.3, "charge": 0, "multiplicity": 1, "relative_energy_ev": 9.430, "elements": ["O", "O", "O", "O", "N", "N", "C", "C", "C", "C", "C", "H", "H", "H", "H", "H", "H", "H", "H"], "xyz": [[-1.3070, 1.0006, -2.3866], [-0.7016, -2.0568, 1.3932], [0.6735, 1.0421, -1.6204], [-0.9163, -0.5661, 2.9474], [-0.7706, -0.9199, 1.8022], [-0.3830, 0.5304, -1.8131], [-0.5916, 0.1425, 0.8350], [-0.5957, -0.6852, -1.0434], [-1.0338, 1.5786, 1.0368], [0.4100, 1.2642, 1.0497], [0.5664, -1.6521, -1.1891], [-1.5889, -0.9868, -1.1433], [0.8395, 1.0823, 2.1471], [0.6937, -2.1290, -0.2252], [-1.3737, 2.1719, 0.2361], [1.5288, -1.0520, -1.4852], [1.1771, 1.5965, 0.2268], [0.4220, -2.5022, -1.9832], [-1.7166, 1.5962, 2.0075]], "mulliken_charge": [-0.62, -0.62, -0.61, -0.58, 1.03, 0.94, 0.25, -0.03, -0.73, -0.47, -0.96, 0.54, 0.25, 0.32, 0.26, 0.31, 0.21, 0.28, 0.24]}



Entry 3:
{"formula": "C5H8N2O4", "method": "wB97M-V/def2-TZVPD", "orbital_gap_ev": 11.0, "e_tot_ev": -16480.1392, "largest_force_ev_per_a": 6.4, "e_lumo_ev": 0.6, "charge": 0, "smiles": "CC[C@H]1COC(=O)N1[N+](=O)[O-]", "multiplicity": 1, "relative_energy_ev": 5.034, "elements": ["O", "O", "O", "O", "N", "N", "C", "C", "C", "C", "C", "H", "H", "H", "H", "H", "H", "H", "H"], "xyz": [[-1.7966, -1.4708, -0.2423], [0.8117, 1.4958, -2.2478], [-3.0636, -0.1567, -1.6192], [-1.2534, 1.6618, -2.8575], [-0.3708, 1.2758, -2.1676], [-0.6618, 0.3441, -1.2034], [-2.0962, -0.4785, -1.1125], [-0.4168, -1.5108, 0.2227], [1.5504, 0.1559, 1.8591], [0.5188, 0.8091, 0.8930], [0.2223, -0.1723, -0.2486], [1.2903, -0.7839, 2.0896], [1.1721, -0.5333, -0.7531], [0.6861, 1.7911, 0.5478], [-0.5066, -1.4452, 1.2872], [-0.3579, 0.6138, 1.5574], [1.6199, 0.7390, 2.8351], [2.6651, 0.0880, 1.4339], [-0.0132, -2.4226, -0.2738]], "mulliken_charge": [-0.35, -0.62, -0.35, -0.62, 1.04, 0.04, 0.38, -0.48, -1.17, -0.57, 0.12, 0.42, 0.28, 0.40, 0.33, 0.24, 0.33, 0.27, 0.29]}



Entry 4:
{"formula": "C5H8N2OS2", "method": "wB97M-V/def2-TZVPD", "orbital_gap_ev": [7.0, 6.6], "e_tot_ev": -32006.9780, "largest_force_ev_per_a": 4.8, "e_lumo_ev": [-0.5, -0.9], "charge": 0, "multiplicity": 1, "relative_energy_ev": 4.069, "elements": ["S", "S", "O", "N", "N", "C", "C", "C", "C", "C", "H", "H", "H", "H", "H", "H", "H", "H"], "xyz": [[-4.1165, -0.1600, -1.0077], [-1.8154, 1.4050, -2.2645], [1.1194, 2.0243, 0.4857], [0.0344, 0.0351, -0.2326], [0.5987, -0.9258, 0.4594], [0.0760, -2.2975, 0.0974], [0.1690, 1.3008, -0.3193], [1.6099, -0.7850, 1.4935], [-3.1826, 1.1203, -1.1792], [-0.5735, 2.1137, -1.2207], [-0.3212, -2.6721, 0.9991], [-0.6469, -2.0637, -0.7489], [-0.2320, 3.1504, -1.6443], [0.7427, -2.9318, -0.3521], [1.2465, 2.7480, -0.0937], [2.5830, -1.1192, 1.3467], [1.1433, -1.2103, 2.4779], [1.5652, 0.2676, 1.7034]], "mulliken_charge": [-0.19, -0.07, -0.50, -0.11, 0.07, -0.87, 0.78, -0.92, 0.05, -0.67, 0.32, 0.28, 0.27, 0.33, 0.28, 0.28, 0.27, 0.39]}



Entry 5:
{"formula": "C5H8N2S", "method": "wB97M-V/def2-TZVPD", "orbital_gap_ev": 8.6, "e_tot_ev": -19129.0942, "largest_force_ev_per_a": 2.8, "e_lumo_ev": -0.3, "charge": 0, "smiles": "[H]/N=C\\N1CCC(=S)C1", "multiplicity": 1, "relative_energy_ev": 1.327, "elements": ["S", "N", "N", "C", "C", "C", "C", "C", "H", "H", "H", "H", "H", "H", "H", "H"], "xyz": [[-2.3285, 1.4026, 0.0930], [1.0330, -0.6144, -0.1457], [3.2299, 0.2079, -0.4226], [-1.2056, -1.1548, 0.1627], [-1.1048, 0.3462, 0.0010], [0.2001, -1.5572, 0.4910], [2.4036, -0.6964, -0.1838], [0.3484, 0.6529, -0.1932], [0.4820, -2.5915, 0.2116], [0.5335, 1.3533, 0.6332], [0.2526, -1.5278, 1.6042], [-1.5783, -1.5114, -0.8161], [2.6786, -1.7346, 0.0450], [0.4270, 1.1515, -1.1632], [-1.9914, -1.4119, 0.8714], [2.7626, 1.1316, -0.5617]], "mulliken_charge": [-0.26, 0.04, -0.71, -0.43, -0.05, -0.74, 0.21, -0.63, 0.38, 0.34, 0.28, 0.25, 0.32, 0.39, 0.36, 0.26]}



Entry 6:
{"formula": "C5H8N2S", "method": "wB97M-V/def2-TZVPD", "orbital_gap_ev": 9.5, "e_tot_ev": -19128.5758, "largest_force_ev_per_a": 1.1, "e_lumo_ev": 0.8, "charge": 0, "multiplicity": 1, "relative_energy_ev": 1.846, "elements": ["S", "N", "N", "C", "C", "C", "C", "C", "H", "H", "H", "H", "H", "H", "H", "H"], "xyz": [[-1.5247, -1.1633, -0.6520], [2.2742, -0.3046, 0.2538], [2.1160, 0.1707, -1.0448], [1.0233, -0.9659, 0.6721], [-0.8859, 0.8710, 0.5001], [-2.2363, 0.4160, -0.0688], [0.8730, 0.2496, -1.2986], [-0.0230, -0.2276, -0.1698], [0.4944, 0.6842, -2.2426], [0.8387, -0.8536, 1.7512], [1.0403, -2.0172, 0.4452], [-0.6018, 1.9253, 0.2463], [-0.8536, 0.7904, 1.5714], [-2.5965, 1.0226, -0.9037], [3.1158, -0.8821, 0.2876], [-3.0539, 0.2843, 0.6524]], "mulliken_charge": [-0.19, -0.23, -0.60, -0.58, -0.97, -0.49, -0.33, 0.94, 0.41, 0.27, 0.31, 0.31, 0.27, 0.27, 0.28, 0.33]}



Entry 7:
{"formula": "C5H8N2S2", "method": "wB97M-V/def2-TZVPD", "orbital_gap_ev": [5.8, 5.8], "e_tot_ev": -29960.0441, "largest_force_ev_per_a": 4.1, "e_lumo_ev": [-2.3, -2.3], "charge": 0, "multiplicity": 1, "relative_energy_ev": 4.755, "elements": ["S", "S", "N", "N", "C", "C", "C", "C", "C", "H", "H", "H", "H", "H", "H", "H", "H"], "xyz": [[2.7076, -0.0526, 1.1644], [1.6346, 1.8332, -1.0400], [1.1046, -2.5963, -1.0321], [0.5091, -0.6365, 0.3343], [-1.5826, -0.5558, -0.9888], [-0.6685, 0.1436, -0.0203], [2.6073, 0.9853, -0.1669], [-1.3545, 0.7874, 1.1366], [0.7939, -1.6423, -0.4084], [-1.0721, -0.7348, -1.9900], [-1.9862, -1.5481, -0.7511], [-0.1893, 1.0316, -0.5174], [-0.4215, 1.2104, 1.7206], [-2.3774, 0.2140, -1.3647], [4.2436, 0.0384, 1.2629], [-1.8983, -0.0219, 1.8038], [-2.0504, 1.5444, 0.8572]], "mulliken_charge": [0.01, -0.09, -0.64, -0.68, -1.34, 1.39, 0.38, -1.26, 0.69, 0.38, 0.34, -0.55, 0.24, 0.33, 0.15, 0.28, 0.38]}



Entry 8:
{"formula": "C5H8N3O", "method": "wB97M-V/def2-TZVPD", "orbital_gap_ev": 9.3, "e_tot_ev": -11822.6391, "largest_force_ev_per_a": 3.7, "e_lumo_ev": -4.0, "charge": 1, "smiles": "N[C@@]12C[C@@H]1N=COC=[NH+]2", "multiplicity": 1, "relative_energy_ev": 3.323, "elements": ["O", "N", "N", "N", "C", "C", "C", "C", "C", "H", "H", "H", "H", "H", "H", "H", "H"], "xyz": [[2.1876, 0.8256, -0.0098], [-2.1084, 0.2593, -0.7453], [1.2279, -1.5043, -0.2799], [-0.0823, 1.4083, 0.0836], [1.2087, 1.6784, 0.1049], [-0.1095, -1.2095, -0.1610], [-0.7684, -0.8262, 1.1031], [-0.8277, 0.1495, -0.0644], [2.2206, -0.8603, -0.1702], [1.4319, 2.8399, 0.3626], [-2.4717, -0.6239, -0.9482], [-0.6120, 2.2200, -0.0498], [-0.1489, -0.7065, 2.0208], [-2.1103, 0.8469, -1.5069], [-1.6512, -1.3869, 1.3147], [3.3136, -1.1810, -0.2931], [-0.6999, -1.9293, -0.7612]], "mulliken_charge": [-0.44, -0.65, -0.24, -0.07, 0.26, -0.17, -0.70, 0.61, 0.14, 0.33, 0.23, 0.28, 0.25, 0.21, 0.28, 0.39, 0.28]}